Record 1
ORCA calculation (the ωB97M-V functional and the def2-TZVPD basis) on a molecular structure, C23H36MgP2 at a distorted geometry.

Positions of all 62 atoms, in Å:
P 4.522 0.610 -1.488
P 3.850 -2.230 1.421
C 5.180 -0.230 0.145
C 5.125 -1.751 0.235
H 4.713 0.250 1.047
H 6.235 0.033 0.267
H 4.803 -2.248 -0.684
H 6.082 -2.206 0.541
C 4.716 -1.825 2.977
H 4.301 -2.361 3.832
H 4.672 -0.761 3.201
H 5.761 -2.139 2.872
C 4.440 -4.044 1.569
H 5.300 -4.111 2.253
H 4.782 -4.377 0.586
H 3.661 -4.735 1.914
C 5.928 1.717 -1.859
H 6.373 1.429 -2.824
H 6.681 1.659 -1.073
H 5.626 2.768 -1.928
C 4.542 -0.825 -2.633
H 4.016 -1.673 -2.159
H 5.544 -1.068 -3.004
H 3.905 -0.568 -3.491
Mg 3.344 1.491 0.334
C 1.034 -4.088 2.782
C 1.559 -2.830 2.720
C 0.986 -1.681 1.935
C 0.252 -2.061 0.643
C 1.071 -2.919 -0.314
C 1.793 -4.098 -0.173
C 1.357 -5.297 0.515
C 0.424 -4.923 1.715
C 2.930 1.187 -2.118
H 1.043 -4.545 3.764
H 2.261 -2.514 3.520
H 1.735 -0.925 1.656
H 0.307 -1.156 2.622
H -0.722 -2.519 0.873
H -0.005 -1.096 0.155
H 0.882 -2.513 -1.319
H 2.733 -4.165 -0.730
H 2.278 -5.843 0.827
H 0.875 -6.059 -0.152
H -0.459 -4.421 1.332
H 0.083 -5.869 2.144
H 2.158 1.228 -1.312
H 2.503 0.532 -2.920
H 3.025 2.183 -2.559
C 1.363 1.682 0.593
C 0.132 1.786 0.489
C -1.265 1.918 0.578
C -1.845 2.552 1.697
C -3.218 2.489 1.919
C -4.055 1.846 0.997
C -3.497 1.251 -0.140
C -2.124 1.311 -0.365
H -1.210 3.070 2.408
H -3.658 2.950 2.808
H -5.139 1.828 1.155
H -4.153 0.746 -0.852
H -1.707 0.864 -1.263

Cartesian forces, eV/Å:
1.0 1.8 1.2
1.0 -2.1 0.6
1.1 -2.0 0.3
0.6 -0.5 0.4
0.4 -0.7 -0.6
0.0 0.5 -0.3
0.3 0.2 0.1
-0.1 0.2 -0.3
0.5 0.6 0.4
-0.1 0.0 -0.1
0.1 0.1 0.1
0.0 0.2 0.2
-0.4 0.2 -0.3
-0.3 0.1 -0.2
-0.1 -0.1 0.0
0.2 0.4 0.0
0.0 0.1 -1.1
0.2 0.1 0.1
-0.2 -0.2 -0.1
-0.2 -0.4 0.0
-0.1 -0.6 -0.4
0.5 0.2 -0.4
-0.2 -0.4 0.4
0.6 0.0 0.2
-0.3 1.8 1.4
1.2 1.2 0.5
-1.1 -0.4 0.7
0.2 0.2 -0.6
-1.0 -0.3 0.2
-0.1 -0.8 -0.3
-1.2 2.6 -1.7
0.7 -0.9 2.3
-0.6 -0.9 -0.6
-1.9 -0.2 -1.9
0.9 -0.5 0.0
-1.1 -0.2 -0.1
-0.3 -0.4 0.3
-0.1 -0.2 -0.2
0.1 0.1 0.1
0.2 -0.7 0.0
1.8 0.4 0.1
-0.7 -0.4 -1.0
-0.6 0.1 0.4
0.0 1.0 0.2
-0.2 -0.2 -0.3
-0.1 0.2 0.1
0.2 0.0 -1.0
-0.1 0.5 0.5
0.1 0.2 0.3
-2.8 -0.1 0.1
2.9 0.1 0.3
-1.7 -0.1 0.0
-0.2 -0.3 0.0
-0.3 0.0 -0.4
0.2 0.0 0.0
-0.2 0.3 0.2
0.0 0.0 0.4
0.0 -0.2 -0.1
0.2 -0.1 -0.3
0.5 -0.1 0.0
0.3 0.2 0.1
0.0 0.0 0.2

**E_tot**: -48447.3628 eV
**ΔE to the lowest compared entry with this formula, charge and spin**: 99.0 kcal per mole
**HOMO-LUMO gap (alpha / beta)**: 0.1979 / 0.1978 hartree

Record 2
ORCA calculation (the ωB97M-V functional and the def2-TZVPD basis) on 2 unconnected molecules or ions with the total composition C5H14 at a distorted geometry.

Positions of all 19 atoms, in Å:
C -1.877 0.311 0.771
C -1.432 -0.491 -0.458
C -1.122 0.422 -1.644
H -2.829 0.805 0.537
H -2.249 -0.440 1.473
H -1.144 0.997 1.163
H -0.540 -1.041 -0.156
H -2.143 -1.232 -0.827
H -0.785 1.405 -1.289
H -0.287 0.113 -2.276
H -2.012 0.620 -2.231
C 1.823 0.479 0.944
C 2.241 -0.812 0.230
H 0.790 0.529 1.285
H 2.328 0.560 1.913
H 2.153 1.286 0.295
H 1.561 -1.141 -0.554
H 2.254 -1.657 0.928
H 3.271 -0.713 -0.107

Cartesian forces, eV/Å:
-2.1 -1.5 -0.8
0.9 0.5 -0.3
0.6 0.9 0.3
0.4 0.6 -0.1
0.6 0.2 0.7
0.1 0.0 0.1
0.1 -0.1 -0.2
-0.3 0.0 0.6
-0.1 -0.1 0.1
-0.3 -0.5 -0.2
-0.1 -0.1 -0.3
0.5 -0.5 0.4
-0.2 -0.6 1.1
-0.2 0.0 -0.8
0.5 0.1 -0.3
-0.5 0.5 0.3
0.2 0.4 -0.3
0.0 0.1 0.1
-0.1 0.0 -0.4

**E_tot**: -5411.5952 eV
**ΔE to the lowest compared entry with this formula, charge and spin**: 10.5 kcal per mole
**HOMO-LUMO gap**: 0.4604 hartree